The following is a quantum chemistry calculation of a structure of composition C2H2N2OS at a distorted geometry, from OMol25.

Results
Orbital gap (eV): 7.44
LUMO (eV): -0.2
Relative energy (zero: lowest compared OMol25 entry of this formula, charge and spin) (kcal per mole): 116.1
HOMO level (Ha): -0.2813

```
! RIJCOSX wB97M-V def2-TZVPD def2/J DEFGRID3
* xyz 0 1
S 3.519 -0.070 0.075
O -0.288 0.318 0.209
N 0.886 -1.801 -0.161
N -0.152 -1.459 0.099
C 0.844 0.857 -0.196
C 1.983 0.130 -0.170
H 0.752 1.582 -1.074
H -1.050 -1.832 0.520
*
```

Mulliken population analysis, charges in e, atoms 1 to 6:
1 S -0.3013
2 O -0.5086
3 N -0.2693
4 N 0.2776
5 C 0.1216
6 C 0.1471

***

The following is a quantum chemistry calculation of a structure of composition C18H50Cl4N8O6P2 at a distorted geometry, from OMol25.

Results
Orbital gap (eV): 6.33
LUMO (eV): -0.3
Relative energy (zero: lowest compared OMol25 entry of this formula, charge and spin) (kcal per mole): 1043.1
HOMO level (Ha): -0.2435

```
! RIJCOSX wB97M-V def2-TZVPD def2/J DEFGRID3
* xyz 0 1
Cl 1.690 -1.841 -1.996
Cl 1.100 3.232 1.780
Cl 1.304 -1.366 1.178
Cl 4.053 2.099 0.293
P 2.252 0.461 4.101
P -2.065 -1.097 -4.441
O -1.742 2.682 -0.709
O -4.515 0.800 -2.306
O 2.847 1.728 3.610
O -2.282 -2.567 -4.132
O -0.884 0.770 -1.059
O -3.771 -1.237 -2.163
N 0.594 0.415 3.980
N 2.717 -0.957 3.301
N -3.541 -0.260 -4.502
N 2.603 0.044 5.745
N -1.243 -0.368 -3.130
N -3.797 -0.042 -1.838
N -1.220 -0.786 -5.897
N -0.943 1.758 -0.430
C 3.499 2.031 1.981
C -3.700 1.177 -5.046
C 1.948 0.487 6.915
C -0.075 -1.413 0.076
C -0.225 -1.097 -2.388
C 0.031 1.830 0.743
C -0.207 -0.728 4.279
C -4.824 -0.967 -4.256
C -3.018 0.436 -0.722
C 2.437 -2.350 3.782
C -1.448 0.984 -2.651
C 0.254 -0.800 -5.863
C -0.087 1.412 3.170
C 0.270 -2.225 -1.143
C 3.340 -0.788 1.991
C -1.691 -1.412 -7.142
C 4.028 -0.174 5.964
C 2.775 3.267 2.441
H 0.631 -0.639 -6.873
H -2.037 0.559 -1.181
H 0.515 -0.416 -1.967
H -5.262 -0.792 -3.273
H 3.368 -2.912 3.858
H 2.973 1.083 2.100
H 1.813 -0.252 7.705
H 0.611 -1.760 -5.493
H -0.916 -1.812 0.644
H 0.093 1.329 2.098
H 3.685 -1.783 1.710
H -0.907 1.284 -1.754
H -0.602 -1.251 3.408
H 0.204 -1.342 5.081
H 3.268 4.204 2.182
H -2.689 1.583 -5.016
H -4.364 1.672 -4.337
H -4.815 -2.056 -4.196
H 2.572 -0.548 1.256
H 4.221 -0.146 1.961
H 0.627 0.058 -5.304
H -2.780 -1.375 -7.110
H 4.251 -1.120 5.471
H -4.126 1.287 -6.044
H 4.352 -0.514 6.948
H -1.141 1.553 3.411
H -5.634 -0.669 -4.922
H -1.067 -0.334 4.820
H -0.438 2.050 1.702
H -1.367 -0.749 -7.944
H -1.152 -2.339 -7.339
H 1.991 -2.367 4.777
H 1.737 -2.858 3.119
H 4.692 0.643 5.680
H 0.556 0.887 0.904
H -3.365 1.370 -0.280
H -1.089 1.603 -3.473
H 0.220 -1.905 -2.967
H 0.813 2.527 0.441
H -3.002 -0.356 0.027
H 0.497 -3.255 -0.866
H 4.453 1.952 2.503
H 2.445 1.323 7.407
H 0.355 2.361 3.473
H -0.773 -1.452 -1.515
H -0.300 -0.384 -0.203
H -2.496 1.253 -2.513
H 2.591 3.290 3.515
H -0.579 -2.310 -1.821
H 0.904 0.685 6.671
*
```

Mulliken population analysis, charges in e, atoms 1 to 6:
1 Cl -0.2845
2 Cl -0.3612
3 Cl 0.1336
4 Cl -0.2399
5 P -0.0414
6 P 0.4898

***

The following is a quantum chemistry calculation of a cluster of 9 separate species, C34H46BO26S5 in total at a distorted geometry, from OMol25.

Results
Orbital gap (alpha / beta) (eV): 2.11 / 6.29
LUMO (alpha / beta) (eV): 3.3 / 3.3
HOMO level (alpha / beta) (Ha): 0.0427 / -0.1109
⟨S²⟩: 0.75

```
! RIJCOSX wB97M-V def2-TZVPD def2/J DEFGRID3
* xyz -2 2
S -6.047 0.316 -0.223
S 1.153 0.518 5.032
S -1.888 -4.212 5.976
S 5.741 -1.608 3.812
S -4.310 6.423 0.738
O -6.771 0.677 -1.385
O -1.021 0.608 -0.838
O -5.175 -1.100 -0.643
O 7.020 -2.341 4.073
O -1.008 2.456 -2.160
O 5.417 -1.565 2.186
O -5.168 1.307 0.387
O -2.982 5.454 0.955
O 5.446 -0.370 4.585
O -5.122 5.193 -0.077
O -2.158 -5.397 5.151
O 1.433 1.614 5.940
O 0.923 -0.831 5.477
O 0.453 -0.842 0.670
O 1.090 -0.222 -1.491
O -0.546 -3.990 -0.406
O -3.970 7.479 -0.258
O 1.579 1.521 -2.882
O 0.666 -2.800 1.834
O 2.245 0.508 3.759
O -2.479 -4.093 7.340
O -4.814 6.721 2.066
O -0.069 0.932 3.930
O -0.604 -1.882 -1.137
O 4.572 -2.723 4.144
O -2.266 -2.764 5.203
C 0.935 5.883 -2.699
C 0.210 6.992 -4.717
C -3.986 -0.943 -1.360
C -3.396 -1.506 3.349
C 0.886 0.965 -2.031
C 5.676 -2.017 -0.832
C -0.007 -3.964 6.091
C 0.324 -2.665 -3.909
C 3.793 -1.423 -2.255
C 3.571 -2.740 3.198
C 2.330 -2.584 -5.206
C 4.151 -2.207 1.876
C 1.552 4.904 -3.377
C 6.183 -0.709 -0.945
C 4.375 -0.186 -2.454
C -4.324 4.188 -0.591
C 0.282 -2.082 0.921
C -3.984 -1.688 -2.668
C 0.486 1.880 2.969
C -0.318 -2.809 -0.350
C 4.452 -2.308 -1.372
C 0.542 -3.990 -3.643
C 1.987 1.546 2.800
C 5.537 0.135 -1.822
C 0.655 5.941 -5.439
C -7.189 -0.460 1.028
C 1.314 4.882 -4.781
C -2.639 -2.817 3.888
C 2.517 -3.913 -5.065
C 1.568 -4.674 -4.327
C 0.388 7.031 -3.380
C 1.208 -1.961 -4.762
C -0.517 1.503 -1.686
C -2.794 4.591 -0.207
B -0.022 -0.564 -0.698
H 1.637 4.021 -5.348
H -0.562 -2.171 -3.538
H 2.843 -1.714 -2.677
H -0.156 1.797 2.092
H 3.992 0.513 -3.182
H 7.080 -0.340 -0.470
H 1.812 -5.701 -4.095
H 0.357 -3.825 5.073
H -3.217 -1.361 -0.710
H -0.178 -4.557 -3.072
H -2.615 -0.765 3.180
H -3.845 -1.749 2.385
H 0.336 -4.841 6.640
H 2.105 1.149 1.791
H -1.823 -3.198 3.274
H 1.040 -0.906 -4.920
H -4.431 4.037 -1.665
H -3.475 -3.516 3.848
H 4.229 -2.942 1.074
H 1.068 5.913 -1.628
H -4.063 -1.160 4.139
H -7.454 -1.383 0.512
H 0.652 5.917 -6.519
H -3.701 -2.740 -2.621
H 0.238 -3.131 6.750
H 2.654 2.407 2.852
H 2.591 -2.296 3.374
H 3.934 -3.238 -1.191
H -2.273 5.134 -0.995
H -3.831 0.123 -1.528
H -6.605 -0.616 1.935
H 3.537 -1.470 1.360
H 6.259 -2.736 -0.276
H 5.918 1.075 -2.192
H 3.037 -1.977 -5.753
H -4.983 -1.550 -3.081
H 0.395 2.877 3.400
H 3.419 -4.391 -5.421
H 3.476 -3.825 3.145
H -8.031 0.230 1.078
H -4.702 3.298 -0.088
H -0.343 7.759 -5.239
H -0.023 7.872 -2.842
H -3.369 -1.164 -3.398
H 2.073 4.073 -2.925
H -2.089 3.850 0.169
*
```

Mulliken population analysis, charges in e, atoms 1 to 6:
1 S 1.2684
2 S 0.9317
3 S 1.0914
4 S 0.9913
5 S 1.0553
6 O -0.6884

***

The following is a quantum chemistry calculation of a structure of composition C29H37AsN3O2RuSe4Si2, from OMol25.

Results
Orbital gap (alpha / beta) (eV): 5.73 / 4.49
LUMO (alpha / beta) (eV): -0.7 / -1.9
Relative energy (zero: lowest compared OMol25 entry of this formula, charge and spin) (kcal per mole): 3.0
HOMO level (alpha / beta) (Ha): -0.2351 / -0.2333
⟨S²⟩: 0.77

```
! RIJCOSX wB97M-V def2-TZVPD def2/J DEFGRID3
* xyz 0 2
Ru -0.815 -0.862 -0.710
Se -4.164 0.406 -1.943
Se -3.150 -1.314 -0.772
Se -2.403 0.980 -3.335
Se -1.089 -0.930 -3.146
As -0.971 -3.307 0.015
Si 0.866 -4.177 1.166
Si -1.799 -4.988 -1.378
O -2.789 1.372 2.193
O 2.469 1.220 -2.267
N -1.436 -0.216 1.338
N 1.292 -0.399 -1.207
N -0.657 1.164 -0.632
C -3.146 0.152 2.910
C 1.785 -2.715 1.908
C -0.223 -2.707 5.237
C 2.151 -4.393 -3.050
C -1.356 3.257 0.249
C -1.894 0.980 1.284
C -1.373 1.873 0.252
C 0.810 -0.559 4.944
C 3.258 0.020 -2.426
C 2.140 -5.263 0.316
C 0.419 3.150 -1.366
C -1.066 -1.186 3.569
C -0.091 -0.262 3.933
C 0.326 1.774 -1.304
C 2.839 -2.374 -1.942
C 1.836 -3.167 -2.476
C -0.496 3.901 -0.632
C 1.357 0.805 -1.658
C -3.471 -5.491 -0.683
C -2.071 -0.874 2.489
C -2.089 -4.459 -3.155
C 0.747 -1.783 5.597
C -1.126 -2.407 4.227
C -0.717 -6.525 -1.412
C 4.472 -4.046 -2.566
C 0.182 -5.255 2.548
C 4.157 -2.831 -1.980
C 2.649 -0.973 -1.419
C 3.464 -4.831 -3.108
H 4.947 -2.228 -1.543
H -1.869 -3.136 3.924
H -1.191 -4.077 -3.643
H 0.221 -6.344 -1.939
H -2.517 -1.808 2.139
H 2.757 -3.033 2.296
H -2.448 -5.319 -3.730
H 1.703 -6.168 -0.104
H -0.469 4.980 -0.672
H 0.995 -5.618 3.185
H 4.299 0.269 -2.239
H 2.860 -5.568 1.084
H -3.933 -6.273 -1.294
H 1.948 -1.940 1.156
H -3.144 0.375 3.973
H 0.807 -2.854 -2.397
H -3.369 -5.864 0.338
H -0.477 -6.885 -0.409
H -0.329 -6.126 2.132
H 3.131 -0.337 -3.449
H 1.223 -2.262 2.726
H -0.268 -3.668 5.732
H 1.359 -5.011 -3.454
H -4.144 -0.133 2.578
H -2.842 -3.670 -3.214
H 3.164 -0.900 -0.456
H 3.701 -5.786 -3.559
H 5.500 -4.386 -2.585
H 1.571 0.161 5.216
H 1.208 3.613 -1.940
H -4.149 -4.635 -0.657
H 2.686 -4.751 -0.471
H -0.532 -4.716 3.171
H 1.457 -2.018 6.379
H -1.974 3.806 0.946
H -1.252 -7.323 -1.935
H -0.022 0.684 3.410
*
```

Mulliken population analysis, charges in e, atoms 1 to 6:
1 Ru 1.0331
2 Se -0.2299
3 Se -0.0666
4 Se -0.2607
5 Se -0.2892
6 As -0.0262

***

The following is a quantum chemistry calculation of a cluster of 2 separate species, C4H13N3 in total at a distorted geometry, from OMol25.

Results
Orbital gap (alpha / beta) (eV): 9.75 / 8.07
LUMO (alpha / beta) (eV): -8.4 / -9.6
Relative energy (zero: lowest compared OMol25 entry of this formula, charge and spin) (kcal per mole): 134.9
HOMO level (alpha / beta) (Ha): -0.6685 / -0.6498

```
! RIJCOSX wB97M-V def2-TZVPD def2/J DEFGRID3
* xyz 2 1
N -0.881 2.801 0.702
N 0.299 -2.553 -1.161
N 2.052 -2.062 0.467
C -0.255 1.567 0.290
C 0.946 -1.866 -0.274
C 0.139 -4.010 -1.269
C -1.108 3.732 -0.519
H 2.453 -1.324 1.034
H -1.521 4.719 -0.128
H -0.429 -2.099 -1.835
H -0.091 3.860 -0.957
H -0.892 -4.443 -0.971
H -1.773 3.111 -1.132
H 2.499 -2.952 0.604
H -0.627 1.020 -0.565
H 0.769 1.410 0.551
H 0.880 -4.578 -0.525
H 0.365 -4.400 -2.234
H -0.558 3.395 1.460
H -1.825 2.554 0.910
*
```

Mulliken population analysis, charges in e, atoms 1 to 6:
1 N -0.1393
2 N -0.1549
3 N -0.2873
4 C -0.6779
5 C 0.4958
6 C -0.7391

***

The following is a quantum chemistry calculation of a structure of composition C39H31N6PPrS at a distorted geometry, from OMol25.

Results
Orbital gap (alpha / beta) (eV): 6.16 / 6.18
LUMO (alpha / beta) (eV): -3.0 / -3.0
Relative energy (zero: lowest compared OMol25 entry of this formula, charge and spin) (kcal per mole): 50.4
HOMO level (alpha / beta) (Ha): -0.3379 / -0.3380
⟨S²⟩: 2.00

```
! RIJCOSX wB97M-V def2-TZVPD def2/J DEFGRID3
* xyz 1 3
Pr 1.342 -17.548 5.650
S 3.412 -13.698 2.923
P 3.198 -15.591 8.745
N 2.753 -15.920 4.537
N 1.112 -19.306 7.362
N 2.304 -19.985 4.816
N -0.870 -20.545 3.151
N -0.169 -18.674 4.267
N 1.316 -21.413 8.132
C 5.144 -17.311 7.735
C 5.319 -14.789 10.392
C 2.177 -21.094 5.826
C -2.383 -17.416 3.962
C 0.513 -20.694 9.089
C 2.252 -14.146 8.169
C 2.765 -12.902 8.458
C 4.624 -15.991 7.733
C -1.253 -14.503 5.992
C 7.029 -16.612 6.499
C 3.178 -14.959 11.434
C 0.440 -13.073 6.980
C 5.223 -15.053 6.878
C -3.621 -17.482 3.271
C -1.118 -20.217 10.751
C 0.649 -15.550 6.960
C -0.483 -18.484 9.202
C 1.571 -20.370 3.521
C 1.553 -20.547 7.095
C 5.886 -14.615 11.641
C -0.641 -15.665 6.525
C 0.891 -11.834 7.462
C -1.605 -18.553 3.970
C -3.213 -19.789 2.618
C -3.967 -18.582 2.509
C 3.741 -14.852 12.693
C -0.187 -21.072 10.216
C 6.433 -15.337 6.358
C 5.114 -14.636 12.834
C 6.304 -17.638 7.042
C 0.175 -19.883 3.687
C 2.975 -14.959 3.866
C -1.346 -18.931 10.193
C 2.043 -11.760 8.200
C -0.665 -13.282 6.113
C -2.029 -19.739 3.301
C 1.089 -14.266 7.374
C 0.382 -19.408 8.629
C 3.950 -15.020 10.288
H -2.180 -14.608 5.407
H -1.066 -12.423 5.568
H -2.154 -18.325 10.570
H 4.647 -14.218 6.599
H 0.339 -10.958 7.146
H 2.080 -15.004 11.245
H 6.580 -18.689 7.075
H 1.716 -22.332 8.368
H 2.468 -10.819 8.509
H 1.675 -21.456 3.313
H -0.879 -21.486 2.672
H 6.973 -14.400 11.682
H 1.602 -22.007 5.451
H -1.237 -16.553 6.469
H -3.427 -20.680 2.031
H 6.960 -14.601 5.787
H 3.120 -21.499 6.170
H -1.765 -20.591 11.574
H 3.297 -19.918 4.613
H 3.770 -12.932 8.776
H 5.981 -14.828 9.518
H -4.302 -16.610 3.304
H 4.613 -18.080 8.263
H -4.742 -18.592 1.733
H 5.598 -14.546 13.768
H -0.219 -22.170 10.346
H 2.038 -19.814 2.703
H -0.427 -17.465 8.845
H 2.965 -14.752 13.449
H -2.134 -16.481 4.525
H 8.111 -16.785 6.182
*
```

Mulliken population analysis, charges in e, atoms 1 to 6:
1 Pr 0.8691
2 S -0.3399
3 P 0.5485
4 N -0.7017
5 N 0.3664
6 N -0.2582